[1]
{
  "formula": "C5O5SnTe4",
  "method": "the ωB97M-V functional and the def2-TZVPD basis",
  "species": ["Sn", "Te", "Te", "Te", "Te", "O", "C", "C", "O", "C", "C", "O", "C", "O", "O"],
  "positions_angstrom": [[1.23, 1.23, 0.00], [3.75, 0.84, 0.91], [4.23, 3.47, 1.25], [3.47, 4.23, -1.24], [0.84, 3.75, -0.91], [-3.12, -3.13, 0.00], [-2.28, -2.28, 0.00], [-0.80, -2.47, -0.40], [-0.28, -3.48, -0.77], [-0.22, -1.13, -0.22], [-1.13, -0.22, 0.22], [-0.76, 1.05, 0.39], [-2.47, -0.80, 0.40], [-3.48, -0.28, 0.77], [1.05, -0.76, -0.40]],
  "nbo_charge": [1.46, -0.09, 0.04, 0.04, -0.09, -0.43, 0.40, 0.40, -0.47, 0.19, 0.18, -0.78, 0.40, -0.47, -0.78],
  "gap_ev": 6.9,
  "largest_force_ev_per_a": 0.37,
  "total_energy_ha": -1853.146890
}

***

[2]
{
  "formula": "C4H7NO",
  "method": "the ωB97M-V functional and the def2-TZVPD basis",
  "species": ["C", "C", "C", "N", "C", "O", "H", "H", "H", "H", "H", "H", "H"],
  "positions_angstrom": [[1.58, -0.82, -0.20], [0.19, -0.34, -0.04], [-0.98, 1.56, -0.11], [-0.35, 0.70, -0.87], [-0.78, -0.77, 0.86], [-1.85, -0.16, 1.10], [1.80, -1.21, -1.21], [2.31, -0.02, 0.01], [1.76, -1.62, 0.53], [-1.89, 2.07, -0.42], [-0.43, 1.92, 0.75], [-0.78, 0.44, -1.75], [-0.58, -1.75, 1.34]],
  "nbo_charge": [-0.62, -0.14, 0.08, -0.49, 0.26, -0.66, 0.20, 0.21, 0.22, 0.20, 0.20, 0.39, 0.16],
  "gap_ev": [7.9, 7.9],
  "largest_force_ev_per_a": 0.49,
  "total_energy_ha": -286.519967
}

***

[3]
{
  "formula": "C6H10N2O",
  "method": "the ωB97M-V functional and the def2-TZVPD basis",
  "species": ["H", "N", "C", "C", "C", "N", "O", "C", "C", "C", "H", "H", "H", "H", "H", "H", "H", "H", "H"],
  "positions_angstrom": [[2.28, -1.88, -0.09], [1.30, -2.14, 0.01], [0.56, -1.09, 0.16], [-0.90, -1.27, 0.39], [-1.92, -0.43, 0.16], [-1.92, 0.83, -0.37], [-3.18, -0.86, 0.48], [1.14, 0.28, 0.17], [0.99, 1.04, 1.26], [1.93, 0.69, -1.04], [-1.14, -2.26, 0.76], [-2.65, 0.92, -1.07], [-1.03, 1.07, -0.79], [-3.68, -0.03, 0.62], [0.43, 0.70, 2.12], [1.42, 2.04, 1.32], [2.27, 1.73, -0.96], [1.31, 0.61, -1.94], [2.81, 0.06, -1.17]],
  "nbo_charge": [0.32, -0.62, 0.25, -0.43, 0.51, -0.83, -0.67, -0.08, -0.37, -0.64, 0.24, 0.38, 0.39, 0.48, 0.21, 0.20, 0.22, 0.21, 0.22],
  "gap_ev": 8.9,
  "largest_force_ev_per_a": 1.40,
  "smiles": "[H]/N=C(/C=C(\\N)O)C(=C)C",
  "total_energy_ha": -419.331648
}

***

[4]
{
  "formula": "C38H47N2O8PPbS2Se2",
  "method": "the ωB97M-V functional and the def2-TZVPD basis",
  "species": ["Pb", "C", "Se", "C", "C", "Se", "C", "H", "H", "H", "H", "H", "H", "H", "H", "H", "H", "C", "C", "C", "C", "C", "C", "C", "C", "C", "C", "C", "C", "C", "C", "C", "H", "H", "H", "H", "H", "H", "H", "H", "H", "H", "C", "C", "C", "C", "C", "C", "C", "S", "O", "O", "N", "C", "C", "C", "O", "O", "H", "H", "H", "H", "H", "H", "H", "H", "H", "H", "H", "H", "C", "P", "C", "C", "O", "H", "H", "H", "H", "H", "H", "H", "H", "H", "N", "C", "C", "C", "C", "C", "C", "S", "O", "O", "O", "H", "H", "H", "H", "H", "H"],
  "positions_angstrom": [[-0.51, 1.01, -0.59], [1.30, 1.16, 3.01], [1.04, -0.11, 1.56], [3.24, 1.64, 0.52], [3.76, 2.07, -0.85], [2.29, 2.48, -2.08], [2.83, 1.37, -3.58], [0.71, 2.04, 2.81], [2.36, 1.40, 3.07], [0.99, 0.66, 3.92], [4.07, 1.67, 1.23], [2.49, 2.36, 0.87], [4.35, 1.28, -1.31], [4.37, 2.96, -0.75], [3.07, 0.37, -3.24], [3.69, 1.81, -4.09], [1.99, 1.33, -4.27], [2.65, 0.24, 0.51], [3.19, -0.75, -0.14], [3.74, -1.77, -0.76], [4.76, -2.57, -0.03], [4.93, -3.93, -0.31], [5.83, -4.70, 0.42], [6.58, -4.12, 1.43], [6.42, -2.77, 1.72], [5.52, -2.01, 0.99], [3.41, -2.11, -2.17], [4.44, -2.43, -3.06], [4.16, -2.72, -4.38], [2.85, -2.72, -4.84], [1.82, -2.40, -3.97], [2.10, -2.09, -2.65], [4.34, -4.39, -1.09], [5.94, -5.75, 0.18], [7.28, -4.72, 2.00], [7.01, -2.31, 2.50], [5.42, -0.95, 1.21], [5.46, -2.44, -2.71], [4.97, -2.96, -5.06], [2.62, -2.98, -5.87], [0.79, -2.41, -4.31], [1.30, -1.81, -1.99], [-3.49, 3.32, 6.06], [-3.49, 2.10, 5.18], [-4.65, 1.70, 4.54], [-4.67, 0.58, 3.72], [-3.51, -0.15, 3.54], [-2.33, 0.23, 4.17], [-2.33, 1.35, 4.98], [-3.53, -1.69, 2.66], [-2.23, -1.86, 2.05], [-4.03, -2.66, 3.58], [-4.61, -1.61, 1.46], [-4.37, -1.13, 0.09], [-4.64, 0.34, -0.19], [-3.67, 1.33, 0.44], [-4.05, 2.42, 0.83], [-2.43, 0.92, 0.50], [-4.29, 3.27, 6.80], [-3.65, 4.22, 5.48], [-2.55, 3.42, 6.60], [-5.56, 2.27, 4.67], [-5.59, 0.29, 3.24], [-1.44, -0.37, 4.03], [-1.42, 1.64, 5.49], [-5.57, -1.63, 1.78], [-5.02, -1.73, -0.55], [-3.35, -1.39, -0.17], [-5.66, 0.63, 0.05], [-4.53, 0.47, -1.27], [-1.89, 4.69, -0.16], [-0.40, 4.49, 0.79], [-0.83, 4.83, 2.50], [0.75, 5.77, 0.28], [0.22, 3.12, 0.63], [-2.34, 5.67, 0.02], [-2.61, 3.92, 0.12], [-1.66, 4.61, -1.22], [-1.17, 5.86, 2.61], [0.04, 4.67, 3.14], [-1.63, 4.15, 2.80], [0.30, 6.76, 0.33], [1.07, 5.57, -0.75], [1.63, 5.74, 0.92], [-0.71, -1.55, -0.65], [-1.35, -2.03, -1.87], [-1.92, -3.29, -1.93], [-2.50, -3.72, -3.12], [-2.51, -2.90, -4.23], [-1.94, -1.64, -4.17], [-1.36, -1.21, -2.99], [-3.21, -3.44, -5.80], [-3.60, -4.81, -5.56], [-4.30, -2.50, -6.00], [-2.09, -3.27, -6.72], [-1.33, -1.71, 0.16], [0.12, -2.11, -0.45], [-1.92, -3.92, -1.05], [-2.95, -4.71, -3.20], [-1.95, -1.02, -5.05], [-0.88, -0.23, -2.97]],
  "mulliken_charge": [1.67, -0.75, -0.06, -0.37, -1.17, 0.15, -0.54, -0.16, 0.50, 0.48, 0.52, 0.06, 0.43, 0.57, -0.17, 0.39, 0.38, 1.06, -1.46, 0.12, 0.28, -0.30, -0.79, -0.46, -0.76, -0.28, 0.03, -0.21, -0.97, -0.68, -0.76, 1.34, 0.48, 0.41, 0.40, 0.40, 0.39, 0.56, 0.41, 0.50, 0.51, -0.06, -1.63, 0.91, -0.81, -0.49, 0.54, -0.34, -0.84, 0.98, -0.70, -0.75, -0.26, -0.09, -0.73, 0.21, -0.80, -0.09, 0.42, 0.33, 0.37, 0.39, 0.33, 0.52, 0.32, 0.31, 0.49, -0.50, 0.36, 0.39, -0.95, 0.96, -1.21, -1.25, -0.57, 0.43, 0.06, 0.30, 0.46, 0.35, 0.17, 0.40, 0.32, 0.34, 0.38, 0.43, -0.36, -0.68, -0.15, -1.38, -0.24, 1.33, -0.72, -0.69, -0.68, 0.00, 0.29, 0.55, 0.57, 0.38, 0.20],
  "gap_ev": 6.8,
  "largest_force_ev_per_a": 0.47,
  "total_energy_ha": -8321.128947
}

***

[5]
{
  "formula": "C15H16BBrN7Pd",
  "method": "the ωB97M-V functional and the def2-TZVPD basis",
  "species": ["Pd", "C", "C", "N", "N", "C", "B", "N", "C", "C", "C", "N", "N", "C", "C", "C", "N", "H", "H", "H", "H", "H", "H", "H", "H", "H", "H", "C", "C", "C", "C", "C", "Br", "N", "C", "H", "H", "H", "H", "H", "H"],
  "positions_angstrom": [[-0.74, -0.28, 0.03], [0.56, -3.50, -3.09], [-0.19, -2.35, -2.80], [0.27, -1.76, -1.71], [1.29, -2.50, -1.27], [1.50, -3.55, -2.08], [2.08, -2.11, 0.00], [1.29, -2.51, 1.26], [1.51, -3.56, 2.07], [0.57, -3.51, 3.09], [-0.18, -2.36, 2.81], [0.27, -1.77, 1.72], [2.32, -0.59, 0.00], [3.53, -0.01, 0.00], [3.37, 1.35, 0.00], [1.98, 1.53, 0.01], [1.36, 0.36, 0.01], [0.43, -4.19, -3.91], [-1.03, -1.93, -3.34], [2.28, -4.26, -1.88], [3.13, -2.69, -0.01], [2.29, -4.27, 1.87], [0.45, -4.20, 3.90], [-1.01, -1.95, 3.34], [4.43, -0.61, -0.01], [4.14, 2.10, 0.00], [1.41, 2.44, 0.02], [-3.08, 5.51, -0.01], [-2.62, 4.07, -0.01], [-3.52, 3.01, -0.01], [-3.06, 1.70, -0.01], [-1.68, 1.46, 0.00], [-2.77, -1.54, 0.04], [-0.84, 2.48, 0.00], [-1.28, 3.74, 0.00], [-4.17, 5.57, -0.01], [-2.71, 6.04, -0.89], [-2.71, 6.04, 0.87], [-4.59, 3.20, -0.02], [-3.77, 0.89, -0.01], [-0.51, 4.51, 0.00]],
  "nbo_charge": [0.69, -0.37, -0.04, -0.30, -0.33, -0.04, 0.56, -0.33, -0.03, -0.37, -0.04, -0.31, -0.31, -0.02, -0.38, -0.03, -0.29, 0.21, 0.21, 0.20, -0.06, 0.21, 0.21, 0.21, 0.21, 0.21, 0.24, -0.62, -0.10, -0.19, -0.29, 0.14, -0.58, -0.51, 0.02, 0.21, 0.21, 0.21, 0.19, 0.24, 0.17],
  "gap_ev": 7.6,
  "largest_force_ev_per_a": 0.63,
  "charge": -1,
  "total_energy_ha": -3691.404937
}